Entry 1:
The following is a quantum chemistry calculation of a molecular structure, C31H45BCoN8PS3, from the OMol25 dataset.

Properties
<S²>: 6.031
total charge: +2
DFT total energy: -124887.532 eV
ΔE to the lowest compared entry with this formula, charge and spin: 0.0 kJ/mol
LUMO energy (alpha / beta): -4.015 / -7.888 eV
2S+1: 5

```
90
C31H45BCoN8PS3 | the OMol25 dataset | the ωB97M-V functional and the def2-TZVPD basis
C 4.647 0.535 2.310
H -3.310 0.159 5.180
B -1.281 -3.741 3.425
H -0.508 4.342 2.717
H 5.233 -0.864 -1.589
C -1.241 4.929 2.160
C 2.341 -1.934 -5.050
H 2.715 -1.454 -7.105
H 6.626 -0.109 1.578
C 0.935 -4.851 2.819
C 0.222 -0.148 -5.230
C 1.539 -1.696 -3.944
N -0.103 -4.013 2.468
C -2.015 -1.730 -3.003
H 1.059 -5.187 3.832
C -0.016 -3.778 1.153
C -2.677 1.322 -2.884
H 5.088 -2.380 -0.671
H -0.080 1.303 5.123
H -2.319 -4.158 2.997
C -2.602 -0.468 4.666
H 0.999 3.090 1.202
Co 0.022 -0.829 -0.176
H -0.509 1.670 3.432
H 2.523 0.594 2.110
H -3.668 3.548 0.379
H -2.445 -1.483 -3.974
H 0.652 1.944 -2.770
H -0.603 0.549 -5.312
H -0.986 -4.187 4.499
P -0.635 -0.612 -2.607
H 4.762 1.086 3.224
H -1.688 1.966 4.732
C -0.740 -1.067 3.607
C 3.550 -0.414 0.606
C 5.556 -0.051 1.506
C -0.754 2.065 0.485
H 0.695 -5.189 -1.259
H -2.602 4.705 -3.069
N -1.421 -0.025 4.224
C -0.876 3.438 -2.898
C -3.115 2.649 0.646
H -0.452 4.636 0.169
H 2.510 -5.752 1.552
C 1.648 -5.130 1.707
H -0.171 4.258 -2.931
N 4.865 -0.632 0.458
C -2.679 -1.822 4.323
N 1.043 -4.452 0.669
H -2.155 4.977 0.205
H -3.304 1.940 -0.164
N 3.412 0.306 1.733
H -3.059 1.212 2.277
C -1.364 4.437 0.726
H -2.194 4.873 2.685
H 1.437 -3.575 -1.182
S 0.714 -0.957 2.858
H -3.393 0.511 -2.897
H -3.501 2.854 2.769
H -4.201 2.821 -3.054
H -4.661 1.843 1.910
C 5.469 -1.362 -0.651
N -1.694 3.009 0.626
C -0.885 1.319 4.391
C 1.029 -0.380 -6.332
S -1.100 -2.833 0.185
H -0.916 5.968 2.176
C 2.089 -1.273 -6.242
H -2.789 -1.704 -2.236
H 2.402 -5.011 -0.788
C -0.416 2.135 -2.807
C 1.413 -4.563 -0.733
C -2.243 3.689 -2.977
H 0.827 0.132 -7.262
H -1.620 -2.745 -3.036
C -3.607 2.109 1.981
C -1.314 1.064 -2.801
H 1.750 -2.211 -3.016
N -1.557 -2.171 3.706
H 3.163 -2.634 -4.982
H 1.310 1.618 0.246
H 6.544 -1.373 -0.500
N -1.024 0.787 0.425
H -2.018 0.594 0.496
H -3.470 -2.527 4.514
C 0.675 2.493 0.348
S 2.377 -0.937 -0.534
H 0.799 3.102 -0.548
C -3.139 2.632 -2.972
C 0.475 -0.803 -4.025
```


Entry 2:
The following is a quantum chemistry calculation of 8 unconnected molecules or ions with the total composition C31H45Cl2F3N4O4, from the OMol25 dataset.

Properties
DFT total energy: -80226.050 eV
ΔE to the lowest compared entry with this formula, charge and spin: 0.0 kJ/mol
LUMO energy: 0.482 eV
SMILES string: Fc1ccccc1.Fc1ccccc1.Fc1ccccc1.CNC(C)=O.CNC(C)=O.CNC(C)=O.CNC(C)=O.ClCCl

```
89
C31H45Cl2F3N4O4 | the OMol25 dataset | the ωB97M-V functional and the def2-TZVPD basis
C -1.726 2.677 -3.280
H -0.888 0.725 -3.566
H 3.956 4.288 -1.660
H 2.180 4.074 2.467
C 0.923 -5.364 -0.500
C -1.731 1.302 -3.199
H -0.627 -7.377 0.357
C -4.538 -0.877 0.558
H -4.912 0.114 0.337
O 2.174 -0.449 4.681
H -3.334 1.688 4.350
N 2.357 3.820 -3.001
C -1.101 -6.729 -0.387
H -0.838 3.213 -3.574
H 4.555 4.461 1.775
H 1.531 -4.176 -2.274
C -3.289 1.208 3.376
H -1.726 4.070 0.892
F 6.060 2.757 0.675
H 0.241 -0.327 -0.452
H -3.196 -4.437 1.177
C 4.820 2.472 1.140
C -3.989 1.332 -2.416
H 3.658 2.817 -5.898
Cl 0.207 -1.742 -2.343
C -2.137 2.070 1.351
H -3.485 3.084 2.449
C -4.814 -3.033 1.523
H 2.770 3.263 -1.020
C -5.296 -1.769 1.261
H 2.504 -3.955 -0.822
H -1.610 -7.426 -1.054
H -6.308 -1.486 1.530
H 4.504 -1.546 4.220
H 1.703 -2.548 2.391
O 1.767 4.323 -5.121
H 1.240 1.737 2.261
H 2.635 -5.446 -1.708
O -1.413 1.141 1.304
O 1.113 -5.484 0.676
C 3.301 3.452 -1.961
C 3.088 0.949 1.532
C 2.406 -1.349 3.881
H 0.319 -0.006 3.120
H -2.933 4.468 -3.043
H -0.092 -6.090 -2.114
H -2.422 0.529 3.419
Cl 2.227 0.332 -1.615
H 3.441 1.861 -4.358
C -2.776 -2.503 0.451
C 1.920 -4.674 -1.396
H 1.539 -1.502 -0.410
H 3.854 2.557 -2.207
C 3.662 -2.174 3.943
C -3.985 2.695 -2.499
F -1.505 -2.817 0.083
C 2.532 3.763 -4.363
H 3.553 -2.882 4.775
H -0.448 -1.501 3.318
H 4.540 3.162 -4.387
F -5.110 3.385 -2.187
C 2.263 1.973 1.995
H 2.699 -0.067 1.511
C 2.780 3.256 2.087
H 3.849 -2.764 3.051
C 4.057 3.497 1.663
H -2.632 -0.533 -0.382
C -3.564 -3.421 1.074
H -1.490 2.976 -0.535
C 3.581 2.839 -4.828
C -2.092 3.196 0.329
H -2.850 -0.441 -2.704
H 5.007 0.388 0.749
H 1.642 4.471 -2.722
H -5.443 -3.754 2.027
N 1.572 -1.669 2.876
H -4.874 0.772 -2.129
C 4.383 1.178 1.151
C 0.995 -0.823 -1.061
C -2.856 0.633 -2.793
C 0.350 -1.010 2.714
N -0.130 -5.969 -1.123
C -2.870 3.392 -2.921
H -1.822 -6.091 0.114
H -0.018 -1.065 1.703
C -3.251 -1.229 0.171
N -3.124 2.159 2.292
H -3.093 3.479 0.003
H -4.120 0.508 3.229
```


Entry 3:
The following is a quantum chemistry calculation of a molecular structure, C31H45O3Pr, from the OMol25 dataset.

Properties
<S²>: 2.004
DFT total energy: -53088.171 eV
ΔE to the lowest compared entry with this formula, charge and spin: 12.8 kJ/mol
LUMO energy (alpha / beta): 0.244 / 0.244 eV
2S+1: 3

```
80
C31H45O3Pr | the OMol25 dataset | the ωB97M-V functional and the def2-TZVPD basis
C 1.567 2.948 3.044
C 1.214 1.890 4.095
H 1.709 -2.602 2.845
H -0.985 -2.126 -7.653
H -0.759 -2.702 -5.984
H -0.320 3.997 3.102
H -2.548 -2.109 2.324
H 0.017 -3.489 -1.079
H 1.039 0.459 -8.097
O 0.747 0.724 -1.723
H -0.599 -1.604 3.471
H 2.024 1.685 1.295
H 1.628 -2.098 -7.768
C 0.298 1.054 -6.087
H -0.748 0.411 -7.894
O 0.416 -0.167 -5.263
H -0.625 1.598 -5.850
C -0.174 -0.036 -2.619
H -0.868 3.137 -3.422
C -0.620 -1.478 4.559
H -1.799 -1.255 -6.330
H 2.484 -1.204 -6.490
H 0.855 4.599 4.288
C 1.575 -1.772 -6.718
H 1.054 4.988 2.569
H 1.951 3.150 5.675
C -0.892 -1.805 -6.606
H 1.666 2.522 -2.354
C 0.743 4.211 3.273
C -2.691 -1.458 0.183
C 2.301 -1.874 0.814
H 1.960 3.419 0.999
H 0.430 -0.399 -3.455
H -2.885 -2.402 -0.340
H -2.601 1.896 0.545
C -2.527 -1.301 1.591
H 2.183 -1.842 -1.420
C -2.747 -0.160 -0.389
C 0.602 0.640 3.797
H -2.082 -1.229 6.114
Pr -0.111 -0.526 0.521
C 0.610 -3.010 -0.294
H -0.589 -0.941 -2.131
H -2.563 0.558 2.868
C -2.571 0.809 0.650
H -0.497 -3.618 4.876
C 0.446 0.144 6.185
C 0.425 -3.197 1.112
C 1.488 -2.528 1.787
C 0.008 -2.704 5.215
C -0.298 2.225 -3.273
H 0.301 2.050 -4.172
C -1.192 1.012 -3.062
H -1.818 0.730 -3.924
H 2.620 3.200 3.248
H 0.126 -0.511 7.003
H 1.375 1.577 7.489
H 3.207 -1.289 1.022
C 0.162 -0.204 4.868
C -2.065 -1.380 5.027
H -0.110 -2.636 6.305
H 0.439 2.565 1.210
H -3.054 0.058 -1.410
C 1.474 2.197 5.431
H -2.595 -0.548 4.555
C 0.334 -0.930 -6.502
C 0.658 2.165 -2.090
H 1.169 1.700 -6.007
H -2.596 -2.313 4.802
C 1.482 2.602 1.555
H 1.517 -2.668 -6.076
H 0.325 2.735 -1.197
C 1.128 1.330 6.460
H -0.345 -3.820 1.586
H 1.076 -2.785 4.985
C -2.492 0.100 1.878
O 0.424 0.253 2.560
C 1.763 -2.179 -0.474
H -1.874 1.257 -2.226
C 0.219 0.308 -7.398
```


Entry 4:
The following is a quantum chemistry calculation of a molecular structure, C31H46BrN3OP2Zr, from the OMol25 dataset.

Properties
total charge: +4
DFT total energy: -129267.755 eV
ΔE to the lowest compared entry with this formula, charge and spin: 236.9 kJ/mol
LUMO energy (alpha / beta): -14.370 / -14.371 eV

```
85
C31H46BrN3OP2Zr | the OMol25 dataset | the ωB97M-V functional and the def2-TZVPD basis
H -2.013 2.253 -2.266
C -0.027 1.134 4.036
C 3.767 0.214 1.368
C 3.592 0.022 2.813
H 1.251 -2.233 -1.067
C -1.614 2.953 0.639
C 3.632 1.149 3.652
H -0.556 -0.282 -4.909
C -0.094 2.027 2.791
H 3.678 1.831 5.707
H -2.118 -1.177 -5.094
H -2.736 1.006 -5.028
P -0.842 1.368 1.193
H 0.912 2.397 2.535
C -1.072 -1.503 -3.182
H -1.603 -2.430 -2.893
C -0.665 4.055 0.170
C -4.190 -1.142 -3.284
C -3.620 -0.484 -2.043
H 0.067 4.328 0.943
H -1.253 4.961 -0.043
H -0.551 -2.897 3.520
H -1.017 0.926 4.468
H -2.184 3.330 1.505
H -0.114 3.794 -0.744
H -4.409 0.204 2.096
H 0.537 1.656 4.821
H -4.077 0.494 -1.831
H -0.562 -2.038 -5.196
H 3.840 2.130 3.240
H -2.093 0.038 2.876
C 1.486 1.212 -3.199
H -3.903 0.910 0.561
N 1.759 -5.965 0.460
H -3.745 -1.108 -1.143
Zr 0.408 0.150 -1.003
H 3.431 -0.690 -1.084
C -0.089 -2.798 2.532
O 2.342 -4.497 -1.216
C 1.014 -3.693 0.594
H -3.798 1.973 -3.931
C 0.919 -2.440 -0.029
H -0.577 -0.728 2.383
H -0.731 2.893 3.054
H 3.192 -2.276 5.321
H -3.713 -2.099 -3.500
H -3.427 -0.749 0.995
C -1.830 1.512 -3.074
P -1.855 -0.132 -2.161
C -3.577 0.264 1.382
H 3.402 2.342 1.193
H 1.358 3.295 -3.145
C 3.404 1.356 0.708
H 0.486 0.179 3.864
N 0.358 -1.364 0.619
N 3.396 -0.216 5.598
C 0.460 -3.883 1.865
H 2.695 3.470 -1.046
H -2.392 2.701 -4.735
H 3.000 -2.104 2.832
C -1.099 -1.227 -4.685
C 2.353 2.521 -1.387
H -2.676 1.676 2.724
H -4.116 -0.501 -4.164
C -2.374 0.796 2.133
C 3.236 -1.216 3.422
C 1.721 2.435 -2.616
H 2.153 -6.737 -0.047
C 1.939 -0.027 -2.620
C 2.761 0.129 -1.422
Br 1.004 1.340 -5.237
H 1.871 -0.990 -3.141
H 1.197 -6.169 1.283
C -2.765 1.785 -4.254
H -2.336 2.695 -0.155
H -0.800 1.654 -3.447
C -0.086 -1.566 1.893
H 4.132 -0.657 0.812
H -5.247 -1.329 -3.099
C 3.264 -1.300 4.823
H 0.462 -4.841 2.361
C 1.754 -4.747 -0.162
C 3.558 0.978 5.038
H -0.014 -1.664 -2.865
C 2.770 1.364 -0.678
```


Entry 5:
The following is a quantum chemistry calculation of a molecular structure, C31H46CoGeN7O7S2, from the OMol25 dataset.

Properties
DFT total energy: -173468.193 eV
ΔE to the lowest compared entry with this formula, charge and spin: 95.6 kJ/mol
LUMO energy: -0.359 eV

```
95
C31H46CoGeN7O7S2 | the OMol25 dataset | the ωB97M-V functional and the def2-TZVPD basis
H -0.390 5.192 1.623
C 3.565 4.311 0.798
N -2.772 -1.558 -1.500
H 0.280 6.683 0.964
C 2.266 1.594 3.551
C -5.115 -3.966 0.029
O -2.115 2.609 -0.770
H -2.400 -1.015 0.535
C -0.859 2.293 3.852
N -1.181 -0.146 -0.971
H -1.413 -4.879 -1.114
O 0.495 2.728 0.936
H 1.229 -0.003 -2.586
N -7.885 -5.931 -0.789
C -5.939 -4.258 -1.053
H 2.407 -4.579 -2.444
H 0.479 -0.262 5.651
H 4.723 -4.946 -1.456
H 1.096 -3.460 1.457
H 1.901 4.596 2.145
C -5.713 -3.647 -2.284
S 4.164 0.727 -0.704
H 1.663 5.347 -3.145
C 3.045 -3.748 -2.141
C 0.090 0.036 1.633
H 5.159 -3.304 -1.917
Co -0.207 1.184 0.057
C 0.768 3.476 -0.067
H 0.875 -0.684 1.387
H -4.523 -2.261 -3.382
H -5.289 -4.443 0.982
C -4.672 -2.749 -2.431
C -1.271 -5.402 -0.170
C 2.692 0.787 0.143
H 0.882 -5.478 -0.266
H -0.581 -3.145 1.048
C 0.943 3.564 -2.402
H -2.050 -5.084 0.524
H 4.350 4.467 1.539
H 2.473 6.074 1.375
H -0.611 3.236 3.370
C 0.262 -0.590 4.634
H -0.845 2.426 4.935
O -3.788 2.362 0.579
H -0.836 -0.526 1.769
H 0.230 -5.663 1.345
H 4.802 -4.503 -3.158
H -1.862 2.009 3.540
N 1.410 4.880 -2.285
Ge 0.429 0.912 3.362
C 1.155 4.913 0.172
H 2.457 2.428 2.877
C -3.846 -2.467 -1.349
H 3.809 0.149 -3.069
H 3.937 4.685 -0.158
H 3.007 0.810 3.382
H -6.358 -3.869 -3.122
C 2.630 -3.275 -0.757
C 1.988 0.240 -1.869
S 0.892 -2.684 -0.751
C -1.246 -0.238 -2.340
H -1.601 4.806 -0.586
H 2.855 -2.952 -2.866
H 2.765 -4.061 -0.013
C 0.331 -3.630 0.695
N 0.648 2.905 -1.243
C -2.220 -1.115 -2.682
O 2.075 6.695 -1.131
C -4.068 -3.077 -0.120
C 1.599 5.582 -1.122
H 3.416 3.236 0.701
O -1.886 1.400 0.977
H 3.229 -2.412 -0.454
C -1.238 5.786 -0.278
C 2.284 5.012 1.210
O 0.849 3.054 -3.497
H -2.072 6.315 0.182
C -2.119 -0.929 -0.499
H -3.419 -2.878 0.720
C -7.018 -5.187 -0.905
H -2.530 -1.480 -3.641
C -0.078 5.686 0.700
O 0.213 -3.255 -1.949
C 4.513 -4.147 -2.169
N -2.649 2.166 0.242
N 1.638 0.507 -0.568
C 3.312 0.311 -2.129
H -0.954 6.344 -1.172
H 2.639 1.039 1.188
H 2.406 1.949 4.572
H -0.610 0.344 -2.984
C 0.104 -5.112 0.409
H 0.954 -1.396 4.386
H -0.751 -0.993 4.622
H -1.406 -6.470 -0.341
```